# 1
ORCA calculation (the ωB97M-V functional and the def2-TZVPD basis) on 3 unconnected molecules or ions with the total composition C23H35F2N4O4SSi.

ORCA input file:
```
! RIJCOSX wB97M-V def2-TZVPD def2/J DEFGRID3
* xyz 1 1
C -1.728 2.497 3.582
Si -2.053 1.989 1.796
C -3.313 3.142 1.033
C -2.701 0.228 1.698
O -0.574 1.967 0.964
C -0.028 3.230 0.661
C 1.415 3.064 0.245
N 1.591 2.421 -1.064
C 0.517 1.801 -1.837
C 0.205 0.330 -1.480
C 1.119 -0.295 -0.430
C 0.504 -1.540 0.205
S 0.223 -2.831 -0.984
O 1.027 -2.656 -2.145
O -1.182 -2.992 -1.200
O 0.722 -4.166 -0.255
C 2.808 2.397 -1.575
N 3.179 1.875 -2.764
C 4.474 2.094 -2.870
N 4.962 2.715 -1.787
N 3.913 2.916 -0.951
H -2.096 1.707 4.227
H -0.654 2.605 3.718
H -2.209 3.440 3.823
H -3.208 4.178 1.347
H -3.386 3.094 -0.052
H -4.280 2.819 1.419
H -3.773 0.199 1.781
H -2.366 -0.181 0.746
H -2.208 -0.342 2.485
H -0.051 3.891 1.531
H -0.560 3.710 -0.161
H 1.965 2.478 0.986
H 1.889 4.049 0.233
H 0.757 1.841 -2.890
H -0.393 2.379 -1.732
H 0.300 -0.276 -2.375
H -0.823 0.239 -1.140
H 2.088 -0.565 -0.849
H 1.319 0.368 0.405
H 1.204 -1.897 0.958
H -0.411 -1.279 0.724
H 0.031 -4.403 0.378
H 5.032 1.798 -3.740
H 5.932 2.953 -1.659
H 4.017 3.364 -0.058
F 4.183 -1.726 2.090
C 4.346 -3.069 2.210
C 3.770 -3.894 1.268
C 3.938 -5.266 1.384
C 4.668 -5.789 2.442
C 5.236 -4.938 3.383
C 5.079 -3.564 3.268
H 3.198 -3.471 0.453
H 3.497 -5.924 0.648
H 4.796 -6.859 2.534
H 5.802 -5.345 4.209
H 5.519 -2.885 3.986
F -5.222 0.564 0.173
C -5.413 0.214 -1.122
C -6.687 0.267 -1.647
C -6.878 -0.090 -2.973
C -5.801 -0.500 -3.748
C -4.529 -0.550 -3.198
C -4.327 -0.186 -1.874
H -7.514 0.581 -1.023
H -7.870 -0.049 -3.402
H -5.956 -0.783 -4.781
H -3.690 -0.877 -3.798
H -3.342 -0.216 -1.428
*
```

Results
HOMO	-10.936	eV
HOMO-LUMO gap	8.17	eV
strongest force on any atom	1.734	eV/Å

# 2
ORCA calculation (the ωB97M-V functional and the def2-TZVPD basis) on 13 unconnected molecules or ions with the total composition C36H103N5O21.

ORCA input file:
```
! RIJCOSX wB97M-V def2-TZVPD def2/J DEFGRID3
* xyz 0 1
C 8.945 19.271 18.798
C 10.197 18.787 18.021
O 10.045 19.128 16.616
O 9.085 20.701 19.048
H 8.946 18.786 19.774
H 8.037 19.040 18.242
H 10.253 17.725 18.262
H 11.169 19.180 18.320
H 10.113 20.083 16.547
H 8.287 21.071 19.432
C 10.451 15.428 23.346
C 9.709 14.647 22.277
O 10.018 15.274 21.043
O 11.838 15.062 23.519
H 10.093 15.186 24.346
H 10.291 16.505 23.299
H 8.629 14.739 22.394
H 10.023 13.603 22.246
H 10.951 15.132 20.867
H 12.277 14.787 22.711
C 9.751 18.834 13.274
C 11.099 18.142 13.170
O 11.955 18.528 14.257
O 8.842 18.373 14.351
H 9.194 18.802 12.338
H 9.803 19.918 13.379
H 11.554 18.550 12.267
H 10.902 17.070 13.148
H 11.520 18.223 15.056
H 9.271 18.722 15.135
C 15.449 20.577 16.465
C 14.560 19.530 16.999
O 15.080 18.289 16.550
O 15.162 20.884 15.085
H 16.518 20.373 16.530
H 15.152 21.429 17.077
H 13.562 19.711 16.599
H 14.499 19.608 18.084
H 14.994 18.235 15.595
H 14.227 21.082 15.000
C 16.848 13.269 15.593
C 17.838 14.410 15.877
O 18.587 14.130 17.065
O 16.116 13.499 14.414
H 16.184 13.212 16.456
H 17.426 12.345 15.613
H 17.329 15.372 15.914
H 18.557 14.315 15.063
H 19.308 13.530 16.858
H 15.222 13.259 14.670
C 13.084 18.334 22.234
C 13.624 17.923 20.873
O 14.746 17.007 20.988
O 13.980 19.206 22.845
H 12.983 17.494 22.922
H 12.130 18.849 22.129
H 13.905 18.819 20.320
H 12.957 17.436 20.162
H 15.341 17.100 20.240
H 14.731 18.660 23.090
C 17.977 16.484 19.569
C 17.320 17.380 18.530
O 15.991 16.846 18.385
O 17.908 16.759 20.957
H 19.032 16.451 19.296
H 17.622 15.463 19.428
H 17.833 17.228 17.580
H 17.275 18.431 18.814
H 15.587 17.278 17.629
H 18.358 16.022 21.376
C 13.329 15.571 16.680
C 13.225 14.874 18.061
O 12.064 15.164 18.849
O 12.380 14.988 15.711
H 14.332 15.529 16.255
H 12.986 16.595 16.828
H 14.004 15.196 18.752
H 13.457 13.811 18.000
H 11.241 14.971 18.394
H 11.503 15.093 16.087
C 9.808 14.178 13.901
C 9.113 14.920 15.085
C 7.585 14.748 15.085
O 7.091 15.236 16.326
C 6.954 16.602 16.332
N 9.699 14.357 16.318
H 9.518 13.137 13.762
H 10.885 14.343 13.937
H 9.704 14.746 12.976
H 9.444 15.958 15.054
H 7.329 13.699 14.939
H 7.153 15.211 14.198
H 6.436 16.996 17.206
H 6.540 17.167 15.496
H 7.894 17.148 16.409
H 9.006 14.695 16.970
H 9.547 13.359 16.341
C 13.395 12.272 20.960
C 14.159 13.452 21.669
C 15.554 13.732 21.050
O 16.523 12.797 21.387
C 16.885 12.035 20.224
N 13.301 14.635 21.431
H 12.415 12.081 21.396
H 13.878 11.327 21.207
H 13.425 12.359 19.874
H 14.299 13.338 22.744
H 15.958 14.672 21.426
H 15.484 13.937 19.982
H 17.243 12.556 19.336
H 16.042 11.414 19.922
H 17.703 11.469 20.670
H 13.242 14.537 20.427
H 13.898 15.449 21.477
C 14.354 16.127 12.452
C 15.061 17.426 12.620
C 14.865 18.327 11.402
O 15.384 17.626 10.245
C 15.182 18.336 9.000
N 14.619 18.101 13.801
H 13.311 16.360 12.240
H 14.413 15.425 13.283
H 14.690 15.646 11.533
H 16.083 17.209 12.931
H 15.499 19.174 11.666
H 13.832 18.640 11.248
H 15.459 19.385 9.096
H 14.130 18.405 8.724
H 15.648 17.901 8.115
H 15.108 18.978 13.907
H 13.616 18.211 13.843
C 10.438 11.659 18.595
C 9.716 10.995 17.412
C 9.346 9.505 17.779
O 8.794 8.929 16.637
C 8.684 7.543 16.616
N 8.596 11.805 16.983
H 10.684 12.679 18.301
H 11.321 11.029 18.698
H 9.905 11.746 19.541
H 10.437 10.935 16.596
H 8.596 9.404 18.563
H 10.287 9.017 18.035
H 8.167 7.252 17.530
H 9.669 7.143 16.376
H 7.967 7.204 15.868
H 8.135 11.238 16.286
H 7.889 11.946 17.691
C 13.660 10.252 14.262
C 13.275 11.250 15.317
C 13.900 11.091 16.666
O 13.287 10.008 17.435
C 14.286 9.359 18.192
N 13.646 12.562 14.850
H 13.104 10.414 13.338
H 13.306 9.290 14.634
H 14.733 10.118 14.126
H 12.186 11.281 15.367
H 13.738 11.918 17.357
H 14.988 11.056 16.609
H 13.726 8.541 18.645
H 14.674 9.941 19.028
H 15.094 8.862 17.657
H 13.441 12.665 13.866
H 13.103 13.302 15.269
*
```

Results
HOMO	-8.895	eV
ΔE to the lowest compared entry with this formula, charge and spin	59.2	kcal/mol
HOMO-LUMO gap	9.08	eV
strongest force on any atom	3.055	eV/Å

# 3
ORCA calculation (the ωB97M-V functional and the def2-TZVPD basis) on 2 unconnected molecules or ions with the total composition C3H5O3.

ORCA input file:
```
! RIJCOSX wB97M-V def2-TZVPD def2/J DEFGRID3
* xyz 1 1
C -0.515 2.301 0.090
C 2.088 0.433 0.031
C 1.085 -1.796 -0.008
O 2.306 1.520 0.284
O 1.876 -0.682 -0.353
O -0.360 1.110 0.204
H -1.548 2.831 0.130
H 0.378 2.843 -0.473
H 1.546 -2.607 -0.534
H 0.019 -1.631 -0.105
H 1.301 -1.870 1.060
*
```

Results
HOMO	-14.643	eV
ΔE to the lowest compared entry with this formula, charge and spin	32.4	kcal/mol
HOMO-LUMO gap	10.25	eV
strongest force on any atom	3.598	eV/Å

# 4
ORCA calculation (the ωB97M-V functional and the def2-TZVPD basis) on a molecular structure, C3H2FMgO2.

ORCA input file:
```
! RIJCOSX wB97M-V def2-TZVPD def2/J DEFGRID3
* xyz 2 2
H -2.341 -1.225 -1.062
F 0.998 1.685 0.487
O 1.689 -0.302 -0.028
O -1.778 -0.510 -1.410
C 0.735 0.420 0.250
C -0.686 -0.114 0.723
C -1.130 0.149 -0.521
H -1.090 0.271 1.660
Mg 3.604 -0.375 -0.100
*
```

Results
HOMO (spin up / spin down)	-16.290 / -18.374	eV
HOMO-LUMO gap (spin up / spin down)	3.81 / 5.80	eV
strongest force on any atom	4.274	eV/Å
<S²>	0.7556

# 5
ORCA calculation (the ωB97M-V functional and the def2-TZVPD basis) on a molecular structure, C31H36BF3N6O5RuSSb.

ORCA input file:
```
! RIJCOSX wB97M-V def2-TZVPD def2/J DEFGRID3
* xyz 0 6
Ru -0.691 0.401 0.293
O 0.777 0.143 1.942
C -0.020 0.324 2.926
O -1.227 0.548 2.759
C 0.572 0.299 4.305
C -0.241 0.558 5.403
C 0.297 0.566 6.679
C 1.649 0.308 6.821
C 2.477 0.035 5.748
C 1.926 0.032 4.477
N 2.233 0.326 8.178
O 1.489 0.563 9.108
O 3.423 0.107 8.282
H -1.293 0.745 5.239
H -0.307 0.764 7.552
H 3.523 -0.170 5.917
H 2.532 -0.184 3.607
C -5.451 1.359 -0.943
N -4.314 2.241 -0.721
C -4.179 2.739 0.641
C -3.297 2.331 -1.599
N -2.961 1.306 -2.369
N -2.633 3.499 -1.693
C -1.308 3.581 -2.290
C -3.242 4.763 -1.320
H -6.360 1.893 -0.662
H -5.364 0.458 -0.334
H -5.504 1.068 -1.987
H -4.281 1.894 1.326
H -4.949 3.481 0.866
H -3.190 3.158 0.799
H -2.400 1.548 -3.173
H -0.780 2.637 -2.170
H -0.742 4.343 -1.754
H -1.366 3.864 -3.345
H -4.315 4.632 -1.211
H -3.056 5.487 -2.115
H -2.825 5.153 -0.389
F -1.852 -0.741 -2.732
B -2.956 -0.226 -2.046
F -4.124 -0.853 -2.443
S -2.745 -0.500 -0.100
Sb 0.739 -1.680 -1.160
C 1.386 -1.207 -3.129
C 0.616 -1.547 -4.236
C 1.046 -1.217 -5.514
C 2.243 -0.538 -5.692
C 3.010 -0.188 -4.590
C 2.583 -0.520 -3.312
C 2.681 -2.062 -0.348
C 3.328 -1.003 0.285
C 4.608 -1.162 0.801
C 5.247 -2.390 0.703
C 4.601 -3.456 0.090
C 3.326 -3.292 -0.433
C 0.042 -3.647 -1.523
C 0.631 -4.477 -2.476
C 0.149 -5.762 -2.679
C -0.929 -6.225 -1.936
C -1.528 -5.402 -0.995
C -1.045 -4.116 -0.790
H -0.327 -2.064 -4.106
H 0.443 -1.489 -6.372
H 2.578 -0.282 -6.690
H 3.945 0.342 -4.725
H 3.195 -0.248 -2.460
H 2.826 -0.048 0.395
H 5.104 -0.330 1.286
H 6.243 -2.518 1.108
H 5.090 -4.419 0.020
H 2.835 -4.138 -0.900
H 1.461 -4.118 -3.074
H 0.611 -6.401 -3.421
H -1.307 -7.227 -2.099
H -2.377 -5.756 -0.424
H -1.533 -3.470 -0.068
F 0.476 1.315 -1.179
N 1.311 3.241 0.536
C 0.211 3.184 1.318
N 0.281 3.700 2.573
O -0.866 2.722 0.899
H 2.211 3.395 0.954
H 1.252 2.641 -0.290
H 1.163 3.922 2.997
H -0.486 3.459 3.178
*
```

Results
HOMO (spin up / spin down)	-7.342 / -8.696	eV
ΔE to the lowest compared entry with this formula, charge and spin	0.0	kcal/mol
HOMO-LUMO gap (spin up / spin down)	6.72 / 7.66	eV
strongest force on any atom	0.212	eV/Å
<S²>	8.7648

# 6
ORCA calculation (the ωB97M-V functional and the def2-TZVPD basis) on a molecular structure, C26H66BF6N4O10Pt2.

ORCA input file:
```
! RIJCOSX wB97M-V def2-TZVPD def2/J DEFGRID3
* xyz 1 5
Pt -0.843 -1.552 1.194
Pt 1.318 0.782 -1.890
C -3.262 -2.065 -1.121
O -3.961 -1.584 0.040
O -1.955 -2.027 -0.779
C -3.803 -3.476 -1.573
F -4.633 -4.044 -0.672
F -4.543 -3.291 -2.684
F -2.822 -4.331 -1.828
C -5.366 -1.336 -0.099
C -5.779 -0.376 0.992
H -5.372 0.623 0.840
H -6.863 -0.263 1.078
H -5.524 -0.787 1.974
H -5.863 -2.296 0.008
H -5.624 -0.804 -1.021
H -3.517 -1.371 -1.933
C 0.872 3.821 -0.375
O -0.328 4.549 -0.770
O 1.106 2.880 -1.285
C 2.019 4.778 -0.076
F 3.052 4.093 0.497
F 2.539 5.441 -1.132
F 1.681 5.738 0.833
C -0.396 5.964 -1.017
C -1.884 6.279 -1.171
H -2.269 5.601 -1.928
H -2.423 6.330 -0.230
H -1.839 7.308 -1.544
H 0.160 6.279 -1.904
H 0.038 6.558 -0.213
H 0.612 3.331 0.574
B 0.885 -0.382 0.211
H 1.162 -1.184 0.947
H 0.776 -0.878 -0.811
H -0.048 0.195 0.512
H 1.747 0.393 0.210
C 3.718 1.744 3.266
C 4.092 0.392 2.636
O 4.911 -0.319 3.560
O 2.567 1.713 4.099
H 3.408 2.341 2.395
H 4.597 2.244 3.673
H 4.622 0.616 1.712
H 3.204 -0.212 2.425
H 4.463 -0.382 4.408
H 2.874 1.866 4.999
C -1.472 2.017 3.839
C -1.010 0.737 3.166
C -0.538 -0.414 4.067
O 0.061 -1.483 3.298
C 0.997 -2.212 4.043
N -2.104 0.132 2.314
H -2.459 1.948 4.307
H -1.464 2.898 3.197
H -0.802 2.299 4.657
H -0.172 1.017 2.524
H -1.277 -0.880 4.727
H 0.264 -0.040 4.710
H 0.900 -3.301 4.017
H 0.839 -2.088 5.124
H 2.052 -1.956 3.918
H -2.442 1.000 1.873
H -2.842 0.130 3.030
C -2.645 1.357 -3.716
C -1.179 0.855 -3.716
C -0.221 1.882 -4.273
O 1.131 1.489 -3.997
C 2.093 2.159 -4.800
N -0.856 0.714 -2.235
H -3.033 1.542 -4.719
H -2.738 2.334 -3.227
H -3.332 0.761 -3.114
H -1.096 -0.072 -4.280
H -0.364 2.888 -3.855
H -0.227 2.070 -5.354
H 1.905 1.833 -5.827
H 3.124 2.059 -4.480
H 1.877 3.234 -4.803
H -1.347 -0.173 -2.019
H -1.526 1.284 -1.715
C 3.754 -2.808 -2.541
C 3.196 -1.439 -2.183
C 4.256 -0.346 -2.387
O 3.614 0.833 -1.898
C 4.421 1.968 -1.714
N 2.009 -1.190 -3.044
H 4.083 -2.984 -3.564
H 3.216 -3.625 -2.059
H 4.714 -2.921 -2.006
H 2.924 -1.416 -1.132
H 4.655 -0.241 -3.400
H 5.056 -0.538 -1.664
H 3.822 2.814 -1.370
H 4.878 2.360 -2.628
H 5.153 1.844 -0.911
H 2.200 -1.331 -4.037
H 1.434 -2.027 -2.912
C -3.079 -5.264 2.297
C -1.894 -4.295 2.243
C -0.842 -4.621 1.142
O 0.112 -3.561 1.061
C 1.330 -4.023 0.469
N -2.347 -2.905 2.053
H -3.741 -5.018 3.125
H -2.851 -6.326 2.235
H -3.644 -5.038 1.386
H -1.302 -4.292 3.162
H -1.290 -4.908 0.182
H -0.390 -5.597 1.353
H 2.211 -3.420 0.679
H 1.133 -4.011 -0.606
H 1.615 -5.039 0.745
H -2.920 -2.700 2.875
H -3.088 -2.852 1.341
*
```

Results
HOMO (spin up / spin down)	-9.700 / -10.213	eV
ΔE to the lowest compared entry with this formula, charge and spin	0.0	kcal/mol
HOMO-LUMO gap (spin up / spin down)	7.77 / 8.07	eV
strongest force on any atom	2.834	eV/Å
<S²>	6.0080